# C21H23ClInN7O10Se

A molecular structure, C21H23ClInN7O10Se (the ωB97M-V functional and the def2-TZVPD basis, OMol25).

Summary:
* E_LUMO: -1.5 eV
* calculated total energy: -136092.69758 eV
* highest occupied orbital energy: -9.33 eV

Element x y z (Å)
In1 -0.36013 0.63829 -0.31840
Se1 0.91607 -0.45984 -2.21457
C1 2.59978 -0.46423 -1.47210
N1 3.66336 -0.52263 -1.03288
C2 -1.85860 0.84306 3.91473
N2 -0.74434 -0.09288 3.88307
C3 -0.57781 -0.88998 5.09187
C4 -0.20781 -0.46854 2.69378
N3 -0.85094 -0.23580 1.56332
N4 0.98643 -1.08608 2.69258
C5 1.41535 -1.87925 1.55046
C6 2.03912 -0.77162 3.64784
H1 -2.82180 0.33172 3.81274
H2 -1.77090 1.57487 3.11392
H3 -1.84364 1.36382 4.87212
H4 -0.08473 -0.31710 5.87960
H5 -0.00286 -1.78472 4.87669
H6 -1.56122 -1.20107 5.45055
H7 -1.83410 -0.04174 1.71623
H8 0.54801 -2.20175 0.97998
H9 1.93901 -2.76137 1.92140
H10 2.09899 -1.31773 0.91121
H11 1.73155 0.04011 4.30167
H12 2.92623 -0.45179 3.09810
H13 2.29688 -1.64187 4.25481
C7 -5.29190 -0.61674 2.14473
C8 -4.21207 -1.52833 1.63382
C9 -3.42298 -2.25216 2.52683
C10 -2.43754 -3.10832 2.07021
Cl1 -1.44685 -3.96154 3.22350
C11 -2.21904 -3.29132 0.71637
C12 -2.99046 -2.57224 -0.17996
C13 -3.96817 -1.69366 0.26854
O1 -4.70514 -1.04245 -0.69554
C14 -4.58968 0.38245 -0.74304
C15 -3.17060 0.81343 -0.40554
O2 -2.25853 0.37099 -1.20071
O3 -2.93727 1.46927 0.60960
H14 -5.54991 -0.87176 3.17194
H15 -6.19112 -0.69910 1.53402
H16 -4.96697 0.42649 2.12303
H17 -3.59905 -2.15927 3.59191
H18 -1.45465 -3.97394 0.37115
H19 -2.84032 -2.66835 -1.24680
H20 -5.28186 0.86311 -0.05382
H21 -4.83192 0.66907 -1.76475
O4 -1.62711 5.44148 5.34223
N5 -0.68740 4.71493 5.09597
O5 0.14491 4.34981 5.90364
C16 -0.55378 4.22498 3.72260
C17 -1.54476 4.51397 2.79516
C18 -1.43065 4.02505 1.52018
C19 -0.35591 3.19136 1.09330
O6 -0.28203 2.70914 -0.09034
C20 0.61499 2.94343 2.10839
C21 0.53532 3.45655 3.38934
N6 1.77904 2.11504 1.82965
O7 1.71681 1.26527 0.93964
O8 2.76416 2.26777 2.51147
N7 -2.51974 4.36218 0.58939
O9 -2.24525 4.48990 -0.58070
O10 -3.62215 4.51682 1.07789
H22 -2.40696 5.10236 3.07293
H23 1.30588 3.24563 4.11555

Here are the Löwdin charges for atoms 1 to 6, given in e: 0.6807 0.7313 -0.8036 0.0736 -0.0165 -0.1157


# C4H5NO2

A molecular structure, C4H5NO2 (the ωB97M-V functional and the def2-TZVPD basis, OMol25).

Summary:
* E_LUMO: 0.9 eV
* calculated total energy: -9812.47749 eV
* highest occupied orbital energy: -9.76 eV

Element x y z (Å)
N1 -1.64280 -0.01329 -0.42606
C1 -0.25179 0.03804 -0.18803
C2 0.50854 -1.17192 0.35115
C3 0.53493 0.10437 1.09455
O1 1.52770 0.96873 0.49336
C4 0.78017 1.03499 -0.66944
O2 0.96126 1.74061 -1.61221
H1 -1.84775 -0.46945 -1.30858
H2 -2.05218 0.91456 -0.44699
H3 -0.15863 -1.93749 0.73860
H4 1.41329 -1.52586 -0.13615
H5 0.22726 0.31670 2.10979

Here are the Löwdin charges for atoms 1 to 6, given in e: 0.1064 -0.3529 0.0131 -0.1705 0.0682 -0.4019


# C3H11N2S

A molecular structure, C3H11N2S at a distorted geometry (the ωB97M-V functional and the def2-TZVPD basis, OMol25).

Summary:
* E_LUMO: -3.5 eV
* calculated total energy: -17095.80592 eV
* highest occupied orbital energy: -13.43 eV
* charge: +1

Element x y z (Å)
C1 -1.20190 -0.85299 0.35604
C2 -0.51982 0.97937 -1.29862
C3 1.14380 -0.18530 0.06137
N1 1.10558 0.53186 1.24803
N2 -0.15720 -0.21096 -0.59821
S1 1.80628 -1.93627 0.25024
H1 -1.75203 -0.04589 0.87367
H2 -2.02754 -1.46772 -0.07132
H3 -0.73386 -1.65974 0.85958
H4 -0.69310 1.86531 -0.57141
H5 0.33688 1.06211 -1.89451
H6 -1.43607 0.97156 -1.91093
H7 1.87127 0.50052 -0.88739
H8 2.13304 0.87412 1.53435
H9 0.54700 0.18867 2.00351
H10 -0.00890 -0.83361 -1.45838
H11 3.10102 -1.56669 -0.17374

Here are the Löwdin charges for atoms 1 to 6, given in e: 0.0241 -0.0339 -0.7546 0.0127 -0.2522 0.7464


# C20H26N4O4

A single C20H26N4O4 molecule (the ωB97M-V functional and the def2-TZVPD basis, OMol25).

Summary:
* E_LUMO: 0.7 eV
* calculated total energy: -35312.38382 eV
* SMILES: CCOc1ccccc1N1CCN(CC(=O)NC(=O)NCc2ccco2)CC1
* highest occupied orbital energy: -7.74 eV

Element x y z (Å)
C1 1.28792 3.98254 -4.05624
C2 0.59139 4.74660 -2.93357
O1 0.38074 3.95995 -1.78121
C3 1.44311 3.59613 -0.99198
C4 2.69970 4.18161 -1.07060
C5 3.70935 3.83674 -0.18803
C6 3.47544 2.88770 0.78781
C7 2.23758 2.27963 0.86041
C8 1.20318 2.60613 -0.01463
N1 0.00307 1.90313 0.11887
C9 -0.73391 2.03180 1.35726
C10 -1.54963 0.76278 1.59275
N2 -2.45253 0.58092 0.47086
C11 -3.47291 -0.42639 0.69223
C12 -2.89875 -1.81463 0.96201
O2 -2.65409 -2.21069 2.08505
N3 -2.62483 -2.53382 -0.16369
C13 -1.97368 -3.78882 -0.28951
O3 -1.72790 -4.20640 -1.39769
N4 -1.71969 -4.40882 0.86934
C14 -0.95756 -5.64055 0.92027
C15 0.41101 -5.41183 1.47496
C16 1.49841 -4.76856 0.95984
C17 2.50114 -4.82567 1.95807
C18 1.94754 -5.49643 3.00331
O4 0.68301 -5.85109 2.72315
C19 -1.69727 0.43859 -0.75876
C20 -0.89273 1.72030 -0.99662
H1 1.39009 4.62335 -4.92775
H2 2.27506 3.65103 -3.74294
H3 0.70190 3.10786 -4.32822
H4 1.14095 5.66421 -2.68831
H5 -0.41751 5.02992 -3.24762
H6 2.90009 4.94201 -1.80921
H7 4.67250 4.31742 -0.26860
H8 4.25546 2.61020 1.48043
H9 2.05705 1.51609 1.60217
H10 -0.04289 2.19180 2.18459
H11 -1.42624 2.88852 1.30546
H12 -2.13936 0.86225 2.50582
H13 -0.86291 -0.09120 1.71191
H14 -4.04775 -0.12618 1.57267
H15 -4.13462 -0.44545 -0.17763
H16 -2.84717 -2.12683 -1.06293
H17 -1.91626 -3.90535 1.73056
H18 -0.89734 -6.01568 -0.10510
H19 -1.48204 -6.36357 1.55106
H20 1.57177 -4.31925 -0.00916
H21 3.49194 -4.42454 1.89996
H22 2.33455 -5.77645 3.96279
H23 -2.39412 0.29612 -1.58896
H24 -0.99654 -0.41330 -0.72383
H25 -0.31215 1.61424 -1.91227
H26 -1.59158 2.56193 -1.10853

Here are the Löwdin charges for atoms 1 to 6, given in e: -0.0607 -0.2445 -0.0820 -0.1912 -0.0310 -0.0947


# C5H13NO2

A molecular structure, C5H13NO2 at a distorted geometry (the ωB97M-V functional and the def2-TZVPD basis, OMol25).

Summary:
* E_LUMO: -2.3 eV
* calculated total energy: -10971.44855 eV
* highest occupied orbital energy: -8.55 eV

Element x y z (Å)
C1 1.43865 -0.40432 -1.59109
C2 0.33350 0.21658 -0.74504
C3 0.41024 -0.11644 0.75301
C4 -0.52631 -1.13998 1.32439
C5 -0.93020 -2.26892 0.50790
O1 -0.42055 -2.78137 -0.52158
N1 0.48469 1.67681 -0.89146
H1 2.39557 -0.52541 -1.07871
H2 1.11962 -1.43969 -1.63438
H3 1.50850 0.09649 -2.55633
H4 -0.61894 -0.04485 -1.17208
H5 0.33339 0.96822 1.21963
H6 1.48546 -0.27894 0.89677
H7 -1.56113 -1.17152 0.52311
H8 -1.04224 -0.92985 2.22892
H9 -1.56846 -3.06683 0.95236
H10 -0.01902 2.04224 -1.69259
H11 0.41470 1.74376 1.68701
H12 -2.14424 2.82854 0.89458
H13 0.13527 2.07830 0.03162
O2 -1.22849 2.51717 0.86396

Here are the Löwdin charges for atoms 1 to 6, given in e: -0.0564 -0.4320 -0.0894 0.0125 -0.3931 -0.0303


# C4H5NO

A single C4H5NO molecule at a distorted geometry (the ωB97M-V functional and the def2-TZVPD basis, OMol25).

Summary:
* E_LUMO: 0.8 eV
* calculated total energy: -7764.07771 eV
* SMILES: C#CCNC=O
* highest occupied orbital energy: -10.08 eV

Element x y z (Å)
C1 1.07495 1.82241 -0.72602
C2 0.06712 1.49992 -0.15250
C3 -0.93992 0.42247 -0.13937
N1 -0.59091 -0.63999 0.77738
C4 0.41240 -1.50686 0.43358
O1 0.90998 -1.59065 -0.67008
H1 1.89093 1.88190 -1.40179
H2 -0.81812 0.00015 -1.13907
H3 -1.96898 0.75470 -0.01687
H4 -0.74002 -0.47852 1.76188
H5 0.70257 -2.16552 1.27285

Here are the Löwdin charges for atoms 1 to 6, given in e: 0.1094 -0.1058 -0.2237 0.0130 -0.3535 0.0257


# C6H8N2

A molecular structure, C6H8N2 at a distorted geometry (the ωB97M-V functional and the def2-TZVPD basis, OMol25).

Summary:
* E_LUMO: 1.1 eV
* calculated total energy: -9329.61656 eV
* highest occupied orbital energy: -7.99 eV

Element x y z (Å)
C1 1.34688 0.32558 0.54389
C2 1.02936 -1.17718 0.32809
C3 -1.27122 -1.07891 -1.07677
C4 -1.77582 0.23759 -1.24846
C5 -0.82163 1.20665 -0.90967
C6 0.23357 0.46854 -0.50488
H1 0.00530 0.39776 1.99640
H2 0.93672 1.74037 2.09870
H3 2.30776 0.66050 0.22877
H4 0.54654 -1.66375 1.23643
H5 1.94890 -1.77988 0.00224
H6 -1.68743 -2.03110 -1.34255
H7 -2.75575 0.52076 -1.71801
H8 -0.95735 2.28741 -0.90916
N1 0.92998 0.75178 1.84754
N2 -0.01582 -0.86612 -0.57258

Here are the Löwdin charges for atoms 1 to 6, given in e: -0.2740 -0.0955 -0.0563 -0.1083 -0.0636 -0.2357


ΔE to the lowest compared entry with this formula, charge and spin, respectively: 0.0 177.3 309.5 280.1 1006.4 236.3 201.8 kJ/mol.